Here is a 6-piece molecular cluster, C30H76N5O11 overall at a distorted geometry from the OMol25 dataset. Energies are from ωB97M-V/def2-TZVPD.

Last columns: bonded neighbours and bond lengths (Å).
CARTESIAN COORDINATES (ANGSTROEM)
1 O -0.48 1.30 -0.51  H2 0.934
2 H -1.04 0.58 -0.29  O1 0.934
3 C -1.58 3.65 -5.50  O4 1.452, H12 0.981, H13 0.857, H14 1.052
4 O -2.24 4.23 -4.34  C3 1.452, C5 1.436
5 C -1.91 3.43 -3.19  O4 1.436, C6 1.592, H15 1.054, H16 1.073
6 C -2.35 4.16 -1.84  C5 1.592, N7 1.410, H17 1.260, H18 1.017
7 N -2.42 3.23 -0.78  C6 1.410, C8 1.475, H19 0.937
8 C -2.65 3.94 0.49  N7 1.475, C9 1.629, H20 1.110, H21 1.035
9 C -3.20 2.90 1.61  C8 1.629, O10 1.381, H22 1.193, H23 1.125
10 O -3.68 3.67 2.65  C9 1.381, C11 1.491
11 C -2.65 4.22 3.58  O10 1.491, H24 1.167, H25 0.989, H26 1.021
12 H -1.21 4.42 -5.99  C3 0.981
13 H -2.15 3.14 -5.88  C3 0.857
14 H -0.87 2.94 -5.19  C3 1.052
15 H -0.90 3.16 -3.24  C5 1.054
16 H -2.24 2.45 -3.48  C5 1.073
17 H -3.59 4.26 -2.01  C6 1.260
18 H -1.72 4.93 -1.65  C6 1.017
19 H -1.71 2.67 -0.55  N7 0.937
20 H -3.40 4.67 0.11  C8 1.110
21 H -1.84 4.47 0.86  C8 1.035
22 H -2.29 2.16 1.86  C9 1.193
23 H -3.96 2.27 1.08  C9 1.125
24 H -1.58 3.95 3.21  C11 1.167
25 H -2.73 3.84 4.49  C11 0.989
26 H -2.70 5.22 3.82  C11 1.021
27 C 5.46 -5.46 -0.06  O28 1.441, H36 1.176, H37 1.091, H38 0.989
28 O 4.07 -5.36 0.31  C27 1.441, C29 1.394
29 C 3.76 -4.41 1.28  O28 1.394, C30 1.480, H39 1.088, H40 1.098
30 C 2.28 -4.28 1.38  C29 1.480, N31 1.533, H41 1.121, H42 1.255
31 N 2.02 -3.17 2.40  C30 1.533, C32 1.436, H43 1.013
32 C 0.62 -2.89 2.52  N31 1.436, C33 1.442, H44 1.168, H45 1.104
33 C 0.53 -1.84 3.50  C32 1.442, O34 1.429, H46 1.054, H47 1.058
34 O -0.77 -1.26 3.61  C33 1.429, C35 1.497
35 C -1.08 -0.10 2.73  O34 1.497, H48 1.064, H49 1.060, H50 1.079
36 H 5.92 -4.38 -0.15  C27 1.176
37 H 5.91 -6.10 -0.82  C27 1.091
38 H 6.11 -5.47 0.69  C27 0.989
39 H 4.18 -3.46 0.97  C29 1.088
40 H 4.38 -4.61 2.16  C29 1.098
41 H 1.76 -5.27 1.40  C30 1.121
42 H 1.84 -3.83 0.30  C30 1.255
43 H 2.75 -2.48 2.22  N31 1.013
44 H 0.03 -3.75 3.05  C32 1.168
45 H 0.20 -2.54 1.55  C32 1.104
46 H 1.04 -0.97 3.21  C33 1.054
47 H 0.88 -2.24 4.42  C33 1.058
48 H -0.51 0.76 2.98  C35 1.064
49 H -1.97 0.45 2.91  C35 1.060
50 H -0.83 -0.11 1.68  C35 1.079
51 C -3.79 0.95 -0.83  O52 1.401, H60 1.016, H61 1.144, H62 0.976
52 O -4.11 -0.41 -0.74  C51 1.401, C53 1.388
53 C -3.21 -1.25 -0.09  O52 1.388, C54 1.427, H63 1.124, H64 1.133
54 C -3.56 -2.61 0.18  C53 1.427, N55 1.578, H65 0.994, H66 1.042
55 N -2.58 -3.30 1.20  C54 1.578, C56 1.480, H67 1.118
56 C -2.94 -4.72 1.39  N55 1.480, C57 1.501, H68 1.114, H69 0.965
57 C -1.67 -5.49 1.61  C56 1.501, O58 1.416, H70 1.151, H71 1.102
58 O -2.01 -6.86 1.66  C57 1.416, C59 1.467
59 C -0.92 -7.66 2.22  O58 1.467, H72 1.027, H73 1.068, H74 1.278
60 H -3.06 1.16 -1.51  C51 1.016
61 H -3.81 1.49 0.18  C51 1.144
62 H -4.58 1.38 -1.22  C51 0.976
63 H -2.97 -0.65 0.83  C53 1.124
64 H -2.21 -1.00 -0.55  C53 1.133
65 H -3.46 -3.24 -0.59  C54 0.994
66 H -4.50 -2.59 0.61  C54 1.042
67 H -2.84 -2.86 2.20  N55 1.118
68 H -3.41 -5.26 0.52  C56 1.114
69 H -3.68 -4.60 2.00  C56 0.965
70 H -1.23 -5.09 2.59  C57 1.151
71 H -0.95 -5.12 0.85  C57 1.102
72 H -0.07 -7.49 1.67  C59 1.027
73 H -1.07 -8.70 2.03  C59 1.068
74 H -0.69 -7.62 3.48  C59 1.278
75 C -1.22 -0.62 -5.70  O76 1.488, H84 1.086, H85 1.002, H86 1.050
76 O -0.60 -1.25 -4.51  C75 1.488, C77 1.363
77 C -0.01 -0.42 -3.60  O76 1.363, C78 1.555, H87 1.138, H88 1.124
78 C 0.84 -1.22 -2.57  C77 1.555, N79 1.510, H89 1.074, H90 1.116
79 N 1.64 -0.32 -1.66  C78 1.510, C80 1.508, H91 0.992
80 C 2.16 -1.10 -0.48  N79 1.508, C81 1.432, H92 1.158, H93 1.226
81 C 3.08 -0.33 0.30  C80 1.432, O82 1.434, H94 1.180, H95 1.083
82 O 3.52 -0.98 1.50  C81 1.434, C83 1.433
83 C 4.47 -0.27 2.31  O82 1.433, H96 1.157, H97 1.062, H98 0.929
84 H -0.71 0.17 -6.24  C75 1.086
85 H -2.01 -0.09 -5.38  C75 1.002
86 H -1.22 -1.52 -6.23  C75 1.050
87 H -0.74 0.25 -3.03  C77 1.138
88 H 0.45 0.47 -4.11  C77 1.124
89 H 1.49 -1.96 -2.98  C78 1.074
90 H 0.21 -1.74 -1.81  C78 1.116
91 H 0.99 0.37 -1.38  N79 0.992
92 H 2.37 -2.21 -0.71  C80 1.158
93 H 1.19 -1.29 0.25  C80 1.226
94 H 2.48 0.64 0.57  C81 1.180
95 H 3.90 -0.05 -0.35  C81 1.083
96 H 3.86 0.71 2.42  C83 1.157
97 H 5.17 0.12 1.63  C83 1.062
98 H 4.53 -0.87 3.02  C83 0.929
99 C 0.76 3.02 4.49  O100 1.445, H108 1.017, H109 1.076, H110 1.128
100 O 0.87 3.87 3.33  C99 1.445, C101 1.507
101 C 1.03 3.12 2.03  O100 1.507, C102 1.498, H111 1.159, H112 1.038
102 C 1.33 4.09 0.92  C101 1.498, N103 1.433, H113 1.098, H114 1.021
103 N 1.68 3.23 -0.17  C102 1.433, C104 1.481, H115 1.015
104 C 1.56 3.96 -1.45  N103 1.481, C105 1.445, H116 1.163, H117 1.137
105 C 1.96 3.01 -2.46  C104 1.445, O106 1.411, H118 1.020, H119 1.145
106 O 2.04 3.63 -3.73  C105 1.411, C107 1.480
107 C 2.46 2.74 -4.83  O106 1.480, H120 1.062, H121 1.063, H122 1.055
108 H 1.28 2.17 4.66  C99 1.017
109 H -0.26 2.74 4.68  C99 1.076
110 H 0.77 3.68 5.41  C99 1.128
111 H 0.21 2.36 1.72  C101 1.159
112 H 1.94 2.63 1.93  C101 1.038
113 H 2.10 4.86 0.98  C102 1.098
114 H 0.40 4.50 1.00  C102 1.021
115 H 0.95 2.52 -0.14  N103 1.015
116 H 2.23 4.91 -1.53  C104 1.163
117 H 0.51 4.24 -1.76  C104 1.137
118 H 1.25 2.28 -2.30  C105 1.020
119 H 2.97 2.59 -2.12  C105 1.145
120 H 3.00 3.43 -5.44  C107 1.062
121 H 1.60 2.21 -5.15  C107 1.063
122 H 3.30 2.16 -4.57  C107 1.055

Calculated values
Charge   -1
F_max   16.11 eV/Å
HOMO energy   -5.2 eV
Energy above the lowest of the compared OMol25 structures with the same formula, charge and spin   27.2 kcal per mole
LUMO level   2.5 eV